[1]
Here is one molecule with the formula C2H4N2OS in a non-equilibrium geometry from the Open Molecules 2025 dataset. Energies are from ωB97M-V/def2-TZVPD.

Each line ends with the Mulliken charge.
Positions of all 10 atoms, in Å:
N (-1.219, -0.908, -0.530)  -0.429
N (-1.265, 0.138, 0.431)  -0.292
C (-0.434, 1.178, 0.417)  -0.126
S (1.092, 1.335, -0.502)  -0.101
C (1.769, -0.235, 0.172)  0.113
O (2.811, -0.810, 0.090)  -0.406
H (-1.010, -0.700, -1.567)  0.248
H (-2.238, -1.064, -0.582)  0.304
H (-0.501, 1.854, 1.330)  0.375
H (0.997, -0.788, 0.741)  0.315

Atoms 1-3, force components in eV/Å:
-1.56 1.08 -1.07
2.30 2.74 -1.25
-1.31 -2.38 1.67

Results
LUMO energy: 0.27 eV
multiplicity: 1
HOMO energy: -9.69 eV
SMILES: N/N=C\SC=O
Kohn-Sham gap: 9.96 eV

=====

[2]
Here is one molecule with the formula C3H4N2S in a non-equilibrium geometry from the Open Molecules 2025 dataset. Energies are from ωB97M-V/def2-TZVPD.

Each line ends with the Mulliken charge.
Positions of all 10 atoms, in Å:
C (-0.613, 1.149, -0.075)  -0.749
C (-0.666, -0.394, -0.254)  0.440
C (-1.855, -1.185, -0.103)  0.111
N (-2.801, -1.778, 0.015)  -0.327
S (0.785, -1.274, -0.225)  0.005
N (1.729, 0.051, 0.399)  -0.656
H (0.416, 1.597, -0.185)  0.248
H (-1.520, 1.621, -0.013)  0.353
H (2.514, -0.314, 0.913)  0.284
H (2.009, 0.526, -0.472)  0.291

Atoms 1-3, force components in eV/Å:
2.42 -7.64 -1.72
-0.52 6.78 1.48
2.97 2.71 -0.76

Results
LUMO energy (alpha / beta): -0.29 / -0.28 eV
multiplicity: 1
HOMO energy (alpha / beta): -8.68 / -8.68 eV
SMILES: C=C(C#N)SN
Kohn-Sham gap (alpha / beta): 8.39 / 8.39 eV

=====

[3]
Here is a 2-piece molecular cluster, C3H8ClNSi overall in a non-equilibrium geometry from the Open Molecules 2025 dataset. Energies are from ωB97M-V/def2-TZVPD.

Each line ends with the Mulliken charge.
Positions of all 14 atoms, in Å:
C (-0.482, -1.929, 0.644)  -0.900
C (-0.708, -1.483, -0.789)  -0.281
Si (-1.353, 0.038, -1.296)  0.371
Cl (-1.846, 1.441, 0.072)  -0.194
H (-1.125, -2.787, 0.903)  0.276
H (-0.527, -1.217, 1.407)  0.301
H (0.564, -2.304, 0.543)  0.256
H (-0.061, -2.217, -1.436)  0.245
H (-1.997, 0.284, -2.657)  -0.071
C (1.479, 2.287, 0.819)  -0.282
N (1.181, 1.900, -0.341)  -0.505
H (1.136, 3.210, 1.128)  0.310
H (2.127, 1.778, 1.527)  0.224
H (1.612, 0.999, -0.523)  0.251

Atoms 1-3, force components in eV/Å:
1.36 -1.65 -1.73
0.86 -0.54 -0.85
-0.01 -1.18 -0.89

Results
LUMO energy: 0.63 eV
multiplicity: 1
HOMO energy: -7.99 eV
SMILES: C/C=[SiH]\Cl.C=N
Kohn-Sham gap: 8.62 eV

=====

[4]
Here is CHClO2 as an isolated structure in a non-equilibrium geometry from the Open Molecules 2025 dataset. Energies are from ωB97M-V/def2-TZVPD.

Each line ends with the Mulliken charge.
Positions of all 5 atoms, in Å:
C (-0.201, -0.732, -0.288)  0.338
O (0.119, -1.787, -0.101)  -0.198
O (0.623, 0.510, 0.771)  -0.408
Cl (0.377, 2.022, 0.137)  -0.050
H (-0.918, -0.013, -0.519)  0.318

Atoms 1-3, force components in eV/Å:
1.65 4.13 3.54
0.71 -2.97 -0.39
-0.65 -2.06 -1.46

Results
LUMO energy: -0.10 eV
multiplicity: 1
HOMO energy: -9.76 eV
Kohn-Sham gap: 9.65 eV

=====

[5]
Here is C19H31ClN2SW as an isolated structure in a non-equilibrium geometry from the Open Molecules 2025 dataset. Energies are from ωB97M-V/def2-TZVPD.

Each line ends with the Mulliken spin population.
Positions of all 55 atoms, in Å:
C (2.705, 1.804, -4.532)  0.011
C (1.511, 2.224, -5.240)  0.003
C (3.396, 2.723, -3.644)  -0.004
C (3.338, 0.543, -4.859)  0.002
Cl (1.010, 0.500, -2.337)  0.074
H (4.053, 3.257, -4.332)  0.000
H (4.035, 2.248, -2.891)  0.001
H (2.780, 3.465, -3.124)  0.001
H (1.901, 2.650, -6.168)  0.000
H (0.919, 3.002, -4.752)  0.000
H (0.813, 1.432, -5.527)  0.002
H (3.940, 0.797, -5.739)  0.000
H (2.681, -0.284, -5.141)  0.001
H (4.023, 0.161, -4.098)  0.000
C (-1.082, 1.585, 1.222)  -0.067
C (0.165, 2.253, 1.129)  0.002
C (0.412, 2.547, -0.231)  -0.005
H (0.792, 2.500, 1.963)  -0.001
C (-0.730, 2.118, -0.982)  -0.032
C (-1.637, 1.486, -0.085)  0.122
H (-2.631, 1.167, -0.339)  0.020
H (-1.539, 1.260, 2.142)  0.023
H (1.213, 3.165, -0.600)  0.006
H (-0.926, 2.291, -2.034)  0.005
C (1.254, -1.962, 0.315)  0.124
C (1.090, -1.225, 1.514)  -0.016
C (1.883, -0.047, 1.430)  -0.009
H (0.566, -1.538, 2.416)  0.012
C (2.549, -0.052, 0.164)  -0.014
C (2.180, -1.256, -0.505)  -0.023
H (2.565, -1.632, -1.447)  0.004
H (0.760, -2.892, 0.047)  0.033
H (2.062, 0.674, 2.231)  0.003
H (3.324, 0.623, -0.156)  -0.001
W (0.257, 0.251, -0.198)  1.519
C (-1.107, -3.824, 1.893)  -0.001
N (-1.755, -2.760, 2.628)  0.039
C (-2.321, -3.121, 3.933)  -0.002
C (-2.139, -1.639, 1.983)  0.059
S (-1.735, -1.441, 0.278)  0.085
N (-3.005, -0.780, 2.594)  0.013
C (-2.676, -0.200, 3.903)  0.000
C (-4.023, -0.108, 1.796)  0.005
H (-1.265, -4.785, 2.409)  0.000
H (-0.026, -3.641, 1.810)  0.001
H (-1.522, -3.895, 0.873)  0.001
H (-1.768, -2.637, 4.751)  0.002
H (-3.387, -2.831, 3.988)  0.002
H (-2.244, -4.210, 4.047)  0.000
H (-3.132, 0.799, 3.958)  0.000
H (-3.085, -0.810, 4.716)  0.000
H (-1.579, -0.107, 4.038)  0.000
H (-3.708, 0.904, 1.505)  0.000
H (-4.205, -0.704, 0.893)  0.000
H (-4.948, -0.049, 2.389)  0.001

Atoms 1-3, force components in eV/Å:
-0.46 -0.34 0.61
-1.03 0.14 0.12
0.03 0.16 0.99

Results
LUMO energy (alpha / beta): -7.51 / -7.49 eV
multiplicity: 3
HOMO energy (alpha / beta): -11.57 / -13.52 eV
net charge: +2
Kohn-Sham gap (alpha / beta): 4.05 / 6.03 eV

=====

[6]
Here is C5H12O as an isolated structure from the Open Molecules 2025 dataset. Energies are from ωB97M-V/def2-TZVPD.

Each line ends with the Mulliken charge.
Positions of all 18 atoms, in Å:
C (-0.957, 1.279, -0.230)  -1.553
C (-0.297, -0.087, -0.104)  1.300
C (-0.880, -1.137, -1.031)  -1.482
C (-0.209, -0.526, 1.341)  -1.533
C (1.879, 0.055, -0.450)  -0.599
O (2.278, 0.810, 0.612)  -0.381
H (-1.002, 1.619, -1.272)  0.386
H (-0.405, 2.025, 0.355)  0.343
H (-1.983, 1.248, 0.160)  0.412
H (-0.857, -0.811, -2.077)  0.369
H (-0.325, -2.080, -0.957)  0.351
H (-1.926, -1.345, -0.768)  0.406
H (-1.203, -0.483, 1.811)  0.412
H (0.162, -1.553, 1.430)  0.363
H (0.460, 0.131, 1.907)  0.368
H (1.938, -0.997, -0.151)  0.219
H (0.773, 0.272, -0.847)  0.299
H (2.433, 1.705, 0.286)  0.320

Atoms 1-3, force components in eV/Å:
0.06 0.05 -0.04
-0.24 -0.08 0.14
0.05 -0.04 -0.05

Results
LUMO energy: 0.79 eV
multiplicity: 1
HOMO energy: -7.59 eV
Kohn-Sham gap: 8.38 eV